This record from the OMol25 dataset describes a 10-piece molecular cluster, C42H53N10O17 overall in a non-equilibrium geometry. The level of theory is ωB97M-V with the def2-TZVPD basis set.

CARTESIAN COORDINATES (ANGSTROEM)
N 44.6830 38.2720 43.9890
O 44.7920 39.4100 44.4170
O 43.8070 38.0510 42.9900
O 45.5060 37.5120 44.2730
C 43.5440 35.6130 40.0070
C 44.3150 36.1830 38.8410
C 44.8500 35.1520 37.8300
C 44.6800 33.6300 38.0250
C 43.7450 33.1740 39.0940
C 43.2570 34.2450 40.1770
N 45.2570 32.6500 37.0570
O 46.1000 33.1100 36.3150
O 44.9240 31.4460 37.0610
H 43.3580 36.2570 40.7600
H 44.5180 37.2850 38.9440
H 45.5360 35.4740 36.9720
H 43.6150 32.0350 39.2070
H 42.7370 33.8360 40.9920
C 42.0650 42.4270 42.0860
C 41.3120 42.9990 40.8500
C 41.4960 42.4440 39.5510
C 42.2400 41.0040 39.4400
C 43.0150 40.3930 40.6500
C 42.7590 41.2340 41.9910
N 42.2200 40.3470 38.1550
O 43.2110 39.5920 37.8270
O 41.1990 40.4930 37.6040
H 41.9770 42.9430 43.1620
H 40.7820 43.8910 41.0010
H 41.1960 42.7960 38.6040
H 43.4270 39.5400 40.7480
H 43.1130 41.0040 42.8230
C 44.6410 32.7380 43.2450
C 44.5100 34.3400 43.4890
C 43.7480 34.8020 44.7540
C 43.0320 33.7540 45.6110
C 43.4230 32.2670 45.3150
C 44.2410 31.7960 44.1930
N 42.1070 34.1110 46.6030
O 41.7190 35.3030 46.4290
O 41.5480 33.2800 47.1990
H 45.1740 32.4800 42.3950
H 44.9670 35.1360 42.9130
H 43.6190 35.8270 44.7160
H 42.9720 31.6330 46.1980
H 44.4340 30.7670 44.1140
C 42.4110 38.3670 48.4840
C 43.0600 38.7730 47.1840
C 42.4700 40.0420 46.5850
C 41.4380 41.0500 47.3160
C 40.9290 40.4280 48.6160
C 41.3920 39.1120 49.1450
N 40.9650 42.3030 46.6930
O 41.0370 42.3510 45.4470
O 40.0890 42.9060 47.3480
H 42.7800 37.3730 48.9250
H 43.8480 38.0570 46.7300
H 43.0620 40.4910 45.6900
H 40.1650 40.9210 49.0490
H 41.0120 39.0180 50.2620
C 47.9460 37.2740 40.5940
C 47.9210 37.9390 39.1180
C 47.2890 39.3250 38.9280
C 46.9210 40.1730 40.2700
C 47.0200 39.4830 41.6770
C 47.6250 38.0860 41.7090
N 46.3180 41.5210 40.1810
O 46.1080 42.0420 41.3030
O 46.2360 42.0910 39.1430
H 48.4100 36.3000 40.6830
H 48.5120 37.5660 38.4310
H 47.1690 39.7890 38.0240
H 46.6720 40.0130 42.5890
H 47.9640 37.7040 42.7250
C 48.3240 38.5980 45.4700
O 49.3980 38.3740 44.8830
N 48.3230 39.1040 46.6770
C 46.9990 39.5060 47.2860
C 49.5590 39.3400 47.5390
H 47.4620 38.7870 44.9960
H 46.3550 38.9060 46.7650
H 46.7970 40.5630 47.1120
H 46.8330 39.3620 48.2090
H 50.3180 38.9640 46.7950
H 49.5030 38.7800 48.2900
H 49.7650 40.3370 48.0460
C 46.1950 44.7660 46.7420
O 46.4480 45.9370 46.8070
N 45.9040 44.1280 45.5630
C 45.6160 42.7720 45.3480
C 45.6360 45.0470 44.3430
H 46.2310 43.8800 47.5690
H 46.5550 42.1310 45.0830
H 45.0750 42.3100 44.4600
H 45.3670 42.2980 46.2520
H 46.5780 45.8280 44.2100
H 44.7650 45.6690 44.7110
H 45.4340 44.2870 43.3800
C 38.5190 37.5640 42.6270
O 38.0090 38.4630 41.9010
N 39.7020 37.6800 43.1730
C 40.2320 36.7510 44.1340
C 40.5630 38.7020 42.6230
H 37.9460 36.6380 42.6810
H 40.9430 37.2560 44.6690
H 40.7720 36.0150 43.4610
H 39.3420 36.5930 44.8570
H 40.9720 39.2820 43.5640
H 40.2030 39.5470 42.0670
H 41.4890 38.3720 42.0760
C 49.4260 33.1780 45.3620
O 48.9180 32.3870 44.5300
N 48.7080 34.1750 45.8790
C 49.3040 35.2240 46.7610
C 47.1280 34.3040 45.7140
H 50.3600 32.9820 45.6990
H 50.4880 35.2010 47.1490
H 48.8710 35.6230 47.7210
H 49.4500 36.2760 46.2840
H 46.7040 33.3370 45.2120
H 46.7650 35.1250 44.9470
H 46.6890 34.5200 46.7210

Results
Charge ... -1
LUMO energy ... 0.35 eV
E ... -3457.4723 a.u.
Relative energy (zero: lowest compared OMol25 entry of this formula, charge and spin) ... 32.75 kcal per mole
HOMO energy ... -6.906 eV
F_max ... 13.8 eV/A